{
  "formula": "C28H69F2N5O10S2",
  "method": "wB97M-V/def2-TZVPD",
  "total_charge": 1,
  "orbital_gap_ev": [5.682, 4.187],
  "largest_force_ha_per_bohr": 0.225,
  "multiplicity": 2,
  "s_squared": 0.7542,
  "elements": ["O", "H", "H", "H", "N", "S", "O", "O", "F", "S", "O", "O", "F", "C", "C", "O", "H", "H", "H", "H", "H", "H", "C", "C", "C", "C", "C", "C", "N", "O", "C", "C", "C", "H", "H", "H", "H", "H", "H", "H", "H", "H", "H", "H", "H", "H", "H", "H", "H", "H", "H", "H", "C", "C", "C", "C", "C", "C", "N", "O", "C", "C", "C", "H", "H", "H", "H", "H", "H", "H", "H", "H", "H", "H", "H", "H", "H", "H", "H", "H", "H", "H", "C", "C", "C", "O", "C", "N", "H", "H", "H", "H", "H", "H", "H", "H", "H", "H", "H", "C", "C", "C", "O", "C", "N", "H", "H", "H", "H", "H", "H", "H", "H", "H", "H", "H"],
  "positions_angstrom": [[2.061, -2.196, 4.528], [1.574, -2.143, 5.353], [1.999, -3.093, 4.192], [1.677, -1.586, 3.894], [0.852, -1.155, 2.625], [1.054, 0.161, 1.895], [0.146, 1.279, 2.064], [1.888, 0.187, 0.700], [2.171, 0.644, 2.921], [-0.489, -1.565, 1.703], [-0.182, -1.976, 0.309], [-1.827, -1.121, 2.047], [-0.585, -3.018, 2.470], [5.316, -0.378, 0.573], [5.139, -1.006, -0.845], [3.886, -1.605, -0.904], [4.671, 0.501, 0.600], [6.354, -0.074, 0.716], [5.214, -1.172, 1.312], [5.982, -1.665, -1.053], [5.263, -0.255, -1.626], [3.242, -0.917, -0.722], [-5.973, -0.071, 3.120], [-5.304, 0.694, 1.834], [-6.351, 1.725, 1.205], [-5.732, 2.586, 0.161], [-4.540, 3.294, 0.797], [-3.392, 2.407, 1.404], [-4.070, 1.380, 2.206], [-3.328, 0.747, 3.100], [-2.387, 1.786, 0.369], [-2.530, 3.354, 2.351], [-5.099, -0.403, 0.843], [-5.380, -0.927, 3.441], [-6.958, -0.434, 2.827], [-6.266, 0.554, 3.964], [-7.144, 1.042, 0.901], [-6.667, 2.331, 2.055], [-6.356, 3.467, 0.009], [-5.503, 2.048, -0.760], [-4.736, 4.092, 1.513], [-4.018, 3.774, -0.031], [-1.707, 2.544, -0.019], [-1.844, 1.035, 0.943], [-2.831, 1.351, -0.526], [-1.697, 2.807, 2.793], [-2.065, 4.160, 1.784], [-3.038, 3.744, 3.233], [-5.957, -0.630, 0.211], [-4.624, -1.305, 1.229], [-4.376, -0.099, 0.086], [-2.946, 0.003, 2.628], [1.070, 1.167, -3.421], [0.937, 0.270, -4.660], [1.906, -0.968, -4.434], [1.499, -1.908, -3.288], [0.040, -2.314, -3.532], [-0.975, -1.228, -3.777], [-0.443, -0.229, -4.745], [-1.373, 0.762, -5.184], [-2.204, -1.953, -4.396], [-1.352, -0.574, -2.368], [1.387, 1.070, -5.912], [0.205, 1.830, -3.399], [1.926, 1.841, -3.397], [1.111, 0.592, -2.495], [1.897, -1.409, -5.430], [2.948, -0.689, -4.280], [1.806, -1.729, -2.258], [2.041, -2.835, -3.476], [-0.202, -2.981, -2.704], [0.110, -3.020, -4.360], [-3.023, -1.278, -4.643], [-1.984, -2.452, -5.340], [-2.697, -2.541, -3.622], [-0.606, -0.691, -1.582], [-1.517, 0.503, -2.350], [-2.213, -0.965, -1.827], [2.440, 1.306, -5.760], [0.862, 2.023, -5.977], [1.168, 0.463, -6.791], [-1.404, 0.591, -6.128], [3.810, 3.729, 1.821], [2.905, 4.676, 1.116], [1.364, 4.271, 1.183], [0.593, 5.257, 0.666], [0.601, 5.420, -0.824], [3.323, 5.939, 1.715], [3.468, 3.558, 2.841], [4.875, 3.960, 1.772], [3.737, 2.770, 1.307], [3.271, 4.615, 0.091], [1.023, 4.110, 2.205], [1.223, 3.327, 0.656], [0.013, 6.329, -0.948], [0.226, 4.540, -1.347], [1.611, 5.699, -1.124], [2.653, 6.684, 1.585], [3.013, 5.708, 2.648], [3.555, -5.240, 2.744], [2.099, -4.933, 2.486], [1.504, -6.051, 1.509], [2.025, -5.938, 0.221], [1.901, -4.636, -0.437], [1.404, -4.861, 3.756], [4.026, -4.415, 3.278], [4.176, -5.218, 1.848], [3.860, -6.153, 3.255], [2.090, -3.895, 2.152], [0.420, -6.069, 1.625], [1.793, -7.023, 1.907], [2.570, -3.814, -0.181], [0.848, -4.382, -0.562], [2.202, -4.957, -1.434], [1.460, -5.839, 4.003], [0.420, -4.721, 3.574]],
  "forces_ev_per_a": [[1.566, 0.482, 2.131], [-0.183, -0.042, 0.649], [-0.319, -2.715, -0.497], [-0.931, 1.141, -1.549], [-4.229, -1.659, -1.762], [7.099, 9.057, -1.403], [-0.873, -2.245, -0.498], [-2.228, -1.122, 0.663], [0.475, -0.199, 0.925], [-1.579, -7.472, -1.220], [-0.687, 2.114, 3.810], [1.712, 0.778, -0.509], [0.255, 0.772, -0.510], [1.041, -0.413, -1.535], [1.233, 1.233, 1.195], [-0.436, -0.993, -0.495], [-0.142, -0.260, 0.782], [0.065, 0.422, -0.190], [-0.809, 0.275, 0.156], [-0.529, -0.796, 0.137], [-0.231, 0.419, -0.022], [-0.229, 0.092, 0.135], [0.056, 1.136, -0.906], [-3.003, -0.091, 1.694], [0.807, -1.562, 1.755], [0.120, 1.087, 0.985], [2.394, -0.607, -1.136], [-0.387, 2.335, 0.332], [0.167, -0.502, -0.772], [-0.203, 1.016, 0.815], [-0.718, -0.376, 0.464], [0.242, -1.207, 0.202], [2.019, -0.606, -1.952], [0.056, 0.254, -0.023], [0.176, -0.228, -0.627], [0.732, 0.368, 0.057], [-0.265, 0.514, -0.162], [-0.373, 0.129, -0.123], [-0.594, -0.464, -0.802], [0.074, 0.256, -0.013], [-0.662, -0.266, 0.034], [0.024, 0.421, 0.012], [0.017, 0.167, 0.524], [0.243, 0.156, -0.548], [-0.393, -0.166, 0.254], [0.064, -0.266, -0.292], [-0.378, 0.004, -0.225], [-0.584, 0.115, -0.360], [-0.354, -0.089, 0.697], [-0.429, -0.109, 0.343], [0.177, 0.259, -0.172], [0.887, -1.257, -0.180], [-0.219, 0.710, 0.209], [1.103, 0.222, 1.782], [-0.500, 1.037, -0.144], [-0.249, -0.804, -1.605], [1.500, -0.913, 0.483], [-1.218, 1.081, 0.543], [0.567, -1.554, -1.057], [0.422, -0.345, 0.946], [-0.600, 1.360, 0.385], [0.065, 0.253, 0.403], [-0.756, -0.601, 0.978], [-0.174, 0.044, 0.189], [0.331, -0.185, -0.341], [-0.164, -0.046, -0.017], [-0.058, -0.954, 0.210], [-0.056, 0.696, -0.017], [-0.340, 1.010, -0.145], [0.263, -0.155, -0.019], [-0.800, 0.284, 0.255], [-0.377, 0.305, -0.488], [0.213, 0.597, -0.091], [0.270, -0.401, 0.385], [0.485, -0.739, -0.181], [0.627, -0.217, -0.500], [-0.052, 0.111, -0.783], [-0.495, -0.557, -0.611], [0.054, -0.242, -0.405], [-0.149, -0.087, -0.032], [0.393, 0.149, -0.228], [-0.188, 0.020, -0.134], [-0.171, -2.340, -0.144], [0.312, -0.268, -0.558], [2.633, -0.466, 0.079], [-1.875, 1.588, -2.462], [0.559, 0.749, 2.423], [-1.563, 0.354, 0.625], [0.278, 0.062, 0.268], [-0.249, 0.536, 0.178], [-0.088, -0.452, 0.160], [-0.510, 0.408, -0.424], [0.240, 0.053, 0.298], [0.120, -0.341, -0.173], [-0.324, -0.405, -0.307], [-0.038, 0.023, 0.101], [0.072, -0.398, -0.217], [-0.241, 0.462, -1.050], [0.772, 0.354, 1.175], [1.573, 0.814, -0.205], [0.607, -0.745, -1.010], [0.723, 1.674, 1.162], [-0.077, 0.948, 0.223], [-0.207, -2.051, -1.354], [-0.144, -0.419, 0.271], [-0.132, 0.107, 0.555], [-0.477, -0.258, -0.492], [-0.702, -0.199, 0.146], [-0.280, -0.192, -1.182], [-0.524, 0.465, -0.660], [0.417, -0.080, -0.023], [-0.113, -0.168, 0.762], [-0.040, 0.405, 0.530], [0.107, 0.444, -0.217], [-0.135, -0.166, 1.379], [-0.368, 0.134, -0.091]]
}